Here is an isolated ion of composition C5H8BrF3N3 and charge +1 at a distorted geometry from OMol25. Energies are from wB97M-V/def2-TZVPD.

Values from the calculation:
Kohn-Sham gap (spin up / spin down) ... 6.835 / 6.879 eV
Highest occupied orbital energy (spin up / spin down) ... -13.11 / -13.23 eV
LUMO level (spin up / spin down) ... -6.270 / -6.355 eV
Net charge ... +1

```
20
C5H8BrF3N3 (wB97M-V/def2-TZVPD)
Br 4.147 0.833 -0.393
F 0.190 -2.762 -0.035
F 1.905 -2.570 1.237
F 0.278 -1.218 1.421
N -0.382 0.521 -0.550
N 2.238 0.149 0.008
N 0.257 1.271 0.185
C 1.044 -1.902 0.552
C 1.494 1.024 0.669
C -2.650 0.081 -0.040
C -1.688 0.848 -0.909
C 1.664 -0.950 -0.413
H -0.071 2.174 0.466
H -3.715 0.511 -0.152
H -2.350 0.227 0.945
H -2.016 1.943 -0.832
H -1.834 0.641 -1.988
H -2.655 -1.063 -0.107
H 2.070 -1.449 -1.319
H 2.074 1.692 1.254
```

Löwdin charges, unit e, in atom order:
1. Br 0.707
2. F 0.161
3. F 0.239
4. F 0.132
5. N 0.082
6. N -0.324
7. N 0.075
8. C -0.651
9. C -0.152
10. C -0.074
11. C -0.256
12. C 0.017
13. H 0.191
14. H 0.125
15. H 0.040
16. H 0.146
17. H 0.140
18. H 0.114
19. H 0.167
20. H 0.120

Here is C5H8BrFN2 in the gas phase at a distorted geometry from OMol25. Energies are from wB97M-V/def2-TZVPD.

Values from the calculation:
Kohn-Sham gap (spin up / spin down) ... 8.403 / 7.082 eV
Highest occupied orbital energy (spin up / spin down) ... -8.34 / -7.68 eV
LUMO level (spin up / spin down) ... 0.063 / -0.598 eV
Net charge ... 0

```
17
C5H8BrFN2 (wB97M-V/def2-TZVPD)
Br -3.483 0.492 -0.271
F -1.594 -2.467 0.183
N 0.438 1.103 -0.090
N 0.914 -0.114 -0.279
C -1.142 -1.139 0.274
C 0.371 -1.146 0.512
C 0.372 1.829 1.124
C -1.776 0.008 0.009
C 0.882 -0.382 -1.722
H 1.247 2.401 1.212
H 0.351 1.277 2.030
H 0.763 0.608 -2.246
H 0.571 -2.186 0.337
H 1.805 -0.982 -1.887
H -0.032 -0.997 -1.720
H -0.270 2.676 0.960
H 0.584 -0.980 1.573
```

Löwdin charges, unit e, in atom order:
1. Br 0.741
2. F -0.014
3. N 0.004
4. N -0.247
5. C -0.375
6. C -0.136
7. C -0.118
8. C -0.601
9. C -0.020
10. H 0.066
11. H 0.073
12. H 0.113
13. H 0.123
14. H 0.099
15. H 0.079
16. H 0.091
17. H 0.123

Here is C5H8BrN3O2 in the gas phase at a distorted geometry from OMol25. Energies are from wB97M-V/def2-TZVPD.

Values from the calculation:
Kohn-Sham gap (spin up / spin down) ... 6.287 / 6.553 eV
Highest occupied orbital energy (spin up / spin down) ... -5.83 / -9.21 eV
LUMO level (spin up / spin down) ... 0.459 / -2.658 eV
⟨S²⟩ ... 2.0252
Spin multiplicity ... 3
Net charge ... 0

```
19
C5H8BrN3O2 (wB97M-V/def2-TZVPD)
Br -1.075 1.127 2.022
O -0.688 -2.317 0.886
O -0.106 2.000 -1.230
N 2.267 -0.302 -0.159
N 0.415 0.896 -0.516
N 1.740 0.762 -0.548
C 0.139 -1.338 0.565
C -0.499 0.218 0.162
C -1.959 -2.271 1.561
C 1.004 2.654 -1.883
C 1.501 -1.356 0.414
H 1.913 -2.285 0.716
H -1.870 -2.051 2.615
H 1.489 3.576 -1.389
H -1.322 0.039 -0.421
H -2.660 -1.465 1.089
H 0.390 3.145 -2.781
H -2.443 -3.085 1.247
H 1.760 2.052 -2.351
```

Löwdin charges, unit e, in atom order:
1. Br 0.500
2. O -0.075
3. O -0.076
4. N 0.001
5. N -0.182
6. N -0.047
7. C -0.237
8. C -0.420
9. C -0.040
10. C -0.103
11. C -0.045
12. H 0.101
13. H 0.090
14. H 0.110
15. H 0.080
16. H 0.115
17. H 0.124
18. H 0.043
19. H 0.061

Here is a 2-piece molecular cluster, C5H8Cl2 overall at a distorted geometry from OMol25. Energies are from wB97M-V/def2-TZVPD.

Values from the calculation:
Kohn-Sham gap ... 10.034 eV
SMILES ... CC1=C[C@@]1(C)Cl.Cl
Highest occupied orbital energy ... -9.55 eV
LUMO level ... 0.480 eV
Net charge ... 0

```
15
C5H8Cl2 (wB97M-V/def2-TZVPD)
Cl 3.153 0.414 0.261
Cl -2.896 0.397 0.090
C -0.241 -0.535 -0.476
C -0.427 0.361 -1.350
C 0.204 -1.951 -0.160
C -1.051 0.630 -0.035
C -0.533 1.603 0.976
H 2.494 -0.759 -0.153
H 0.648 -2.152 -1.175
H 0.523 1.297 1.285
H -0.347 0.905 -2.202
H 0.864 -1.809 0.700
H -0.435 2.537 0.559
H -1.332 1.715 1.736
H -0.623 -2.654 -0.055
```

Löwdin charges, unit e, in atom order:
1. Cl 0.234
2. Cl 0.512
3. C -0.283
4. C 0.034
5. C -0.030
6. C -0.728
7. C -0.101
8. H -0.160
9. H 0.101
10. H 0.078
11. H 0.084
12. H 0.066
13. H 0.039
14. H 0.070
15. H 0.084

Here is a 2-piece molecular cluster, C5H8Cl4Si overall at a distorted geometry from OMol25. Energies are from wB97M-V/def2-TZVPD.

Values from the calculation:
Kohn-Sham gap (spin up / spin down) ... 8.476 / 7.497 eV
Highest occupied orbital energy (spin up / spin down) ... -9.20 / -7.79 eV
LUMO level (spin up / spin down) ... -0.724 / -0.292 eV
Net charge ... 0

```
18
C5H8Cl4Si (wB97M-V/def2-TZVPD)
Cl 2.046 2.209 1.461
Cl -0.603 -2.861 1.749
Cl 2.765 1.237 -1.188
Cl 3.425 -0.267 1.212
Si 0.533 -0.317 0.375
C -3.094 1.338 -1.176
C -1.938 1.888 -0.762
C 2.166 0.799 0.434
C 0.589 -1.281 -1.182
C 0.279 -1.234 1.933
H -0.331 -1.729 -1.318
H 1.252 -2.089 -1.277
H -3.356 0.305 -1.053
H -3.969 1.851 -1.515
H 0.740 -0.414 -2.004
H -0.301 -0.856 2.679
H -1.550 2.904 -0.758
H 1.347 -1.484 2.388
```

Löwdin charges, unit e, in atom order:
1. Cl 0.529
2. Cl 0.447
3. Cl 0.531
4. Cl 0.486
5. Si 0.565
6. C -0.122
7. C 0.013
8. C -1.707
9. C -0.244
10. C -0.665
11. H -0.015
12. H 0.020
13. H 0.025
14. H 0.030
15. H 0.071
16. H -0.032
17. H 0.012
18. H 0.057

Here is a 2-piece molecular cluster, C5H8ClF overall at a distorted geometry from OMol25. Energies are from wB97M-V/def2-TZVPD.

Values from the calculation:
Kohn-Sham gap ... 8.019 eV
Highest occupied orbital energy ... -8.64 eV
LUMO level ... -0.622 eV
Net charge ... 0

```
15
C5H8ClF (wB97M-V/def2-TZVPD)
Cl 0.765 -1.512 3.738
F -1.172 -0.068 4.116
C 0.438 0.173 -1.429
C 0.196 0.738 0.858
C -0.652 -0.878 3.157
C -0.422 0.513 -0.473
C 0.031 -0.321 -2.774
H -0.094 1.682 1.134
H 1.359 0.688 0.784
H -0.291 0.108 1.723
H -1.513 0.518 -0.669
H -0.381 -1.262 -2.364
H -0.714 0.267 -3.376
H 0.983 -0.575 -3.235
H 1.467 -0.072 -1.189
```

Löwdin charges, unit e, in atom order:
1. Cl 0.692
2. F -0.101
3. C -0.227
4. C -0.133
5. C -0.549
6. C -0.175
7. C -0.113
8. H 0.033
9. H 0.119
10. H -0.004
11. H 0.124
12. H 0.083
13. H 0.094
14. H 0.061
15. H 0.096